{
  "formula": "C5H16CaN8O7",
  "method": "wB97M-V/def2-TZVPD",
  "symbols": ["Ca", "C", "O", "O", "O", "C", "O", "N", "N", "H", "H", "H", "H", "C", "O", "N", "N", "H", "H", "H", "H", "C", "O", "N", "N", "H", "H", "H", "H", "C", "O", "N", "N", "H", "H", "H", "H"],
  "xyz": [[-0.2324, -0.2170, 0.0501], [-0.8456, -2.2132, -1.7855], [-0.8776, -0.9653, -2.0623], [-0.0877, -2.6102, -0.8630], [-1.3044, -3.1371, -2.4886], [1.5027, 2.4573, -1.2674], [0.7503, 1.4770, -1.3115], [2.4063, 2.8106, -2.1622], [1.3631, 3.3880, -0.3561], [2.3801, 2.2847, -3.0240], [3.0793, 3.5579, -2.0681], [1.7636, 4.3149, -0.3352], [0.9230, 3.1281, 0.5150], [-1.7375, -2.4603, 2.2481], [-1.2826, -1.5569, 1.5420], [-2.4754, -3.4231, 1.8316], [-1.5449, -2.5017, 3.5655], [-2.4245, -3.6302, 0.8444], [-2.9049, -4.0538, 2.4933], [-0.9098, -1.7757, 3.8650], [-1.9504, -3.3230, 3.9911], [2.9832, -1.2111, 0.1877], [2.0178, -0.5312, 0.0434], [3.1620, -2.4407, -0.2317], [4.0392, -0.8348, 0.8441], [4.1142, -2.7698, -0.3031], [2.3606, -2.8850, -0.6564], [4.8244, -1.4700, 0.8424], [4.0463, -0.0767, 1.5113], [-2.6824, 2.2057, -0.4898], [-1.9446, 1.2672, -0.3044], [-2.3973, 3.4073, -0.1847], [-3.7555, 2.0663, -1.2169], [-3.0578, 4.1665, -0.0983], [-1.4904, 3.5039, 0.2493], [-3.7604, 1.1691, -1.6807], [-4.0498, 2.8822, -1.7343]],
  "forces_ev_per_a": [[-0.19, -0.13, -1.13], [2.39, 2.68, -0.85], [-1.21, -1.26, 0.20], [0.16, -0.86, 1.31], [-1.30, -0.90, -0.68], [-1.13, -0.49, -0.81], [0.86, 0.16, -0.05], [1.15, -0.95, -2.52], [-0.97, 2.08, 4.03], [0.34, 0.12, 0.06], [-0.37, -0.25, 0.12], [0.23, -0.42, -0.42], [-0.02, 0.03, -0.25], [1.03, 1.84, 1.11], [0.46, 0.57, -0.23], [-2.00, -2.62, -2.33], [0.32, 0.64, 0.09], [-0.44, -0.19, 0.10], [0.09, -0.11, -0.65], [-0.31, -0.61, 1.07], [0.89, 0.70, 1.09], [1.41, -1.35, 0.33], [-3.42, 1.98, 0.07], [-0.91, -2.30, -1.63], [3.57, 1.94, 2.22], [-0.70, -0.56, -0.20], [0.32, -0.28, -0.42], [-0.09, 0.49, 0.54], [-0.04, -0.04, -0.49], [-0.30, -1.79, -1.71], [1.71, -2.01, 1.63], [2.15, 4.78, 2.42], [-2.76, -0.78, -1.68], [0.13, -0.28, -0.13], [-0.32, 0.42, 0.05], [-0.48, 0.15, -0.18], [-0.26, -0.42, -0.08]],
  "homo_lumo_gap_ev": [9.5, 8.1],
  "multiplicity": 2,
  "charge": 1,
  "e_lumo_ha": [-0.0939, -0.1409]
}

***

{
  "formula": "C5H16N2O",
  "method": "wB97M-V/def2-TZVPD",
  "symbols": ["C", "N", "C", "C", "C", "C", "N", "H", "H", "H", "H", "H", "H", "H", "H", "H", "H", "H", "H", "H", "H", "H", "H", "O"],
  "xyz": [[-0.0867, -1.3823, -1.2358], [-0.0196, 0.0534, -0.9122], [-0.9016, 0.7212, -1.9068], [-1.5969, -0.4451, 1.0580], [-0.4860, 0.3977, 0.4658], [0.7989, 0.0634, 1.3289], [0.6128, 0.3300, 2.7805], [0.5483, -1.9340, -0.5420], [-1.1037, -1.7677, -1.1129], [0.2891, -1.5596, -2.2424], [-0.4168, 0.8778, -2.8747], [-1.8295, 0.1748, -2.0517], [-1.0134, 1.7451, -1.5340], [-1.3545, -1.4996, 0.9274], [-1.9056, -0.3624, 2.1011], [-2.5525, -0.2330, 0.5536], [-0.4996, 1.4822, 0.5304], [1.6595, 0.7191, 1.1601], [1.0309, -0.9681, 1.0899], [-0.3145, 0.6377, 3.0323], [0.8157, -0.5112, 3.3091], [2.6904, 1.1310, -2.0970], [2.4964, 1.0631, -0.5636], [3.1390, 1.2666, -1.2640]],
  "forces_ev_per_a": [[0.38, 0.24, 0.90], [-1.57, 0.15, -0.97], [1.12, 0.77, 0.63], [-1.63, 0.25, -0.78], [3.53, -1.00, 1.16], [-0.78, 1.12, 0.81], [0.32, -0.64, 0.05], [0.02, -0.21, -0.09], [0.00, -0.13, -0.38], [-0.09, 0.12, -0.08], [0.19, -0.52, -0.01], [-0.42, 0.21, 0.07], [-0.67, -0.12, -0.11], [-0.05, 0.00, -0.03], [0.70, 0.52, 0.10], [0.16, -0.34, -0.26], [-0.98, 0.08, -0.19], [-0.15, -0.20, -1.11], [0.35, -0.14, 0.41], [-0.13, -0.18, -0.16], [-0.22, 0.10, 0.11], [-0.42, -0.16, -0.07], [-0.05, -0.12, -0.62], [0.40, 0.21, 0.61]],
  "homo_lumo_gap_ev": [2.6, 9.5],
  "multiplicity": 2,
  "charge": -1,
  "e_lumo_ha": [0.1368, 0.1415],
  "de_lowest_ev": 0.982
}

***

{
  "formula": "C5H16N2O",
  "method": "wB97M-V/def2-TZVPD",
  "symbols": ["C", "N", "C", "C", "C", "N", "C", "H", "H", "H", "H", "H", "H", "H", "H", "H", "H", "H", "H", "H", "H", "H", "H", "O"],
  "xyz": [[1.2667, 2.4679, 2.1070], [0.4014, 1.8762, 1.1048], [-1.2724, 0.3976, 2.2142], [0.0337, 0.4762, 1.3810], [-0.0498, -0.3174, 0.1038], [1.3135, -0.5103, -0.4327], [1.3455, -0.7217, -1.8742], [1.0789, 3.5485, 2.1849], [1.1006, 2.1226, 3.1322], [2.3250, 2.4125, 1.8756], [-0.4041, 2.4749, 1.0076], [-1.8502, 1.3083, 2.0349], [-1.0883, 0.3445, 3.2766], [-1.9049, -0.3919, 1.9072], [0.8403, 0.1385, 2.0311], [-0.7183, 0.1881, -0.5990], [-0.4172, -1.3266, 0.2993], [1.8255, 0.3332, -0.2215], [1.8452, 0.0492, -2.4444], [0.4094, -0.9981, -2.3619], [1.9541, -1.6142, -2.0949], [-3.1236, -4.5166, -4.2931], [-2.5312, -3.5877, -5.5507], [-2.3799, -4.1538, -4.7877]],
  "forces_ev_per_a": [[-0.22, 1.11, 0.37], [0.53, 0.06, 0.02], [0.55, 1.23, -0.49], [-0.74, 0.69, 0.85], [1.01, -0.62, -0.05], [-0.75, 0.57, -0.12], [0.88, -1.62, -0.52], [-0.08, -0.13, -0.25], [0.02, -0.38, 0.04], [0.25, -0.45, -0.12], [-0.25, -0.25, -0.17], [-0.05, 0.03, 0.08], [0.05, -0.10, 0.34], [-0.53, -1.14, -0.18], [0.17, -0.59, -0.31], [-0.06, 0.01, -0.06], [-0.40, 0.14, 0.05], [0.05, 0.18, -0.06], [-0.17, 0.67, -0.03], [-0.34, 0.49, 0.42], [0.03, 0.06, 0.13], [-0.68, 0.54, -0.53], [-1.03, 0.07, 0.09], [1.74, -0.58, 0.48]],
  "homo_lumo_gap_ev": [1.7, 8.9],
  "multiplicity": 2,
  "charge": -1,
  "e_lumo_ha": [0.1127, 0.1097],
  "de_lowest_ev": 1.126
}

***

{
  "formula": "C5H16N2O",
  "method": "wB97M-V/def2-TZVPD",
  "symbols": ["N", "C", "C", "N", "C", "C", "C", "H", "H", "H", "H", "H", "H", "H", "H", "H", "H", "H", "H", "H", "H", "H", "H", "O"],
  "xyz": [[-2.2303, -1.2917, -0.0023], [-2.1817, 0.0969, 0.3053], [-1.4408, 1.0745, -0.5525], [-0.1322, 0.5689, -0.8363], [1.0339, 1.3744, -0.5169], [2.2650, 0.4895, -0.2770], [2.1416, -0.2834, 1.0410], [-3.1725, -1.5300, -0.3222], [-1.5939, -1.6466, -0.7464], [-1.1711, -0.6294, 0.9428], [-3.1302, 0.4158, 0.7124], [-1.3862, 2.0392, -0.0549], [-1.9968, 1.2559, -1.5023], [-0.0159, -0.4300, -0.6010], [1.2539, 2.0636, -1.3331], [0.8817, 2.0267, 0.4173], [2.1203, -0.2922, -1.0336], [3.1988, 0.9763, -0.5334], [2.6189, -1.2725, 0.9702], [2.2563, 0.2089, 2.0212], [1.0761, -0.5597, 1.0532], [-0.6609, 0.1934, 1.7225], [-0.0072, -2.7217, -0.0847], [0.2732, -2.1267, -0.7891]],
  "forces_ev_per_a": [[-2.00, 1.02, -1.97], [0.10, -1.50, -1.47], [1.39, -0.22, -0.09], [0.08, 0.63, 0.06], [0.27, 1.17, 1.07], [-1.10, -0.91, -0.35], [-0.90, -0.42, 0.03], [-0.08, -0.23, 0.93], [1.42, 0.10, 0.45], [1.57, 2.30, 3.03], [0.15, 0.14, 0.87], [-0.10, 0.23, 0.26], [-0.36, -0.37, 0.56], [0.44, -0.65, -0.65], [-0.05, 0.15, -0.09], [-0.05, -0.61, -0.93], [0.36, -0.05, -0.03], [0.13, 0.30, 0.46], [0.20, 0.54, 0.34], [0.74, 0.17, -0.56], [0.32, -0.24, 0.06], [-1.83, -1.79, -2.28], [0.31, -0.26, -0.02], [-1.01, 0.49, 0.33]],
  "homo_lumo_gap_ev": 5.7,
  "multiplicity": 1,
  "e_lumo_ha": -0.0700,
  "de_lowest_ev": 8.306
}

***

{
  "formula": "C5H16N2O",
  "method": "wB97M-V/def2-TZVPD",
  "symbols": ["C", "C", "N", "C", "C", "C", "N", "H", "H", "H", "H", "H", "H", "H", "H", "H", "H", "H", "H", "H", "H", "H", "H", "O"],
  "xyz": [[0.0943, -2.2354, 1.7457], [0.9044, -0.9887, 1.3345], [0.4827, -0.7310, -0.0726], [1.8614, 1.0229, -0.9362], [0.4645, 0.7577, -0.4120], [-0.5852, 0.8523, -1.5502], [-1.2024, 2.2258, -1.5110], [-0.0579, -2.9715, 0.9580], [-0.9497, -1.9662, 1.9910], [0.3164, -2.7884, 2.6630], [0.6652, -0.0786, 1.8639], [1.8936, -1.4859, 1.3758], [0.9340, -1.2669, -0.7959], [2.6290, 0.5184, -0.3256], [1.9799, 0.7001, -1.9810], [2.3587, 2.0084, -0.9935], [0.2731, 1.3472, 0.4828], [-0.0797, 0.7113, -2.5018], [-1.3473, 0.1209, -1.3686], [-1.1324, 2.5888, -0.5726], [-0.6329, 2.8194, -2.1024], [-2.3842, -0.9547, 0.7619], [-3.6731, -0.0092, 0.7910], [-2.8126, -0.1968, 1.1559]],
  "forces_ev_per_a": [[-2.49, 0.22, 1.23], [-0.30, -3.25, -2.13], [-0.96, 2.02, 1.53], [2.22, 0.87, -0.42], [0.85, -2.98, -1.62], [0.11, 2.52, 1.69], [0.36, -0.80, -1.02], [0.65, 0.13, -0.30], [0.16, 0.30, -0.28], [0.96, 0.23, -0.07], [0.54, -0.21, 0.68], [0.47, 1.69, 0.25], [0.40, -0.03, 0.15], [-0.45, -0.31, -0.17], [-0.16, -0.46, 0.32], [-1.13, 0.41, 0.27], [-0.52, -0.18, -0.08], [-0.25, -0.17, -0.13], [-0.32, -0.39, -0.09], [-0.10, 0.06, 0.12], [-0.15, 0.24, 0.11], [-0.23, -0.19, -0.50], [-0.15, -0.39, -0.47], [0.50, 0.66, 0.92]],
  "homo_lumo_gap_ev": 9.5,
  "multiplicity": 1,
  "e_lumo_ha": 0.0371,
  "de_lowest_ev": 1.847,
  "smiles": "CCN[C@@H](C)CN.O"
}

***

Values of electronic energy, in order: -50137.559; -10469.839; -10469.694; -10464.215; -10470.674, all in eV.